This record from the OMol25 dataset describes an isolated molecule of C4H11BIO6P in a non-equilibrium geometry. The level of theory is wB97M-V/def2-TZVPD.

Structure (ORCA input):
```
! wB97M-V def2-TZVPD RIJCOSX def2/J DEFGRID3
* xyz 0 1
C 0.403 -0.423 2.307
C -0.818 -1.475 2.004
C -2.123 -0.829 1.250
I -3.053 0.539 2.749
O -1.813 0.027 0.092
P -0.799 -0.776 -1.074
O -1.330 -0.307 -2.523
O -0.911 -2.517 -1.069
O 0.844 -0.161 -0.961
C 0.861 1.320 -1.070
B 2.150 1.762 -2.039
O 2.528 3.195 -2.045
O 2.813 0.699 -2.841
H 1.428 -1.013 2.324
H 0.242 0.011 3.397
H 0.442 0.503 1.577
H -1.204 -1.848 3.071
H -0.360 -2.419 1.484
H -2.971 -1.640 1.031
H -1.837 -2.836 -0.851
H -0.112 1.778 -1.533
H 1.048 1.849 -0.032
H 1.852 3.640 -1.423
H 2.720 0.921 -3.825
*
```

Properties
frontier orbital gap = 0.3551 Eh
highest occupied orbital energy = -10.0 eV
largest force on an atom = 7.4 eV/Å
calculated total energy = -1274.3841 Ha